The following is a DFT calculation (ωB97M-V/def2-TZVPD) of a cluster of 10 separate species, C26H42F6O22S4 in total at a distorted geometry.

Summary:
Lowest unoccupied orbital energy in hartree: 0.006
HOMO-LUMO gap in eV: 9.0
E_HOMO in eV: -8.84

The geometry in XYZ format:
```
100
C26H42F6O22S4 (ωB97M-V/def2-TZVPD)
C -1.9029 -3.9588 5.1450
C -1.5429 -5.4975 5.1646
O -0.6276 -5.6627 4.1486
C -0.4175 -4.4544 3.5469
O 0.3534 -4.3268 2.6782
O -1.2893 -3.4704 3.9795
F -2.6680 -6.2423 4.8262
H -1.5567 -3.4258 6.0172
H -2.9866 -3.7822 5.2005
H -1.2634 -5.7854 6.1936
C 4.3251 0.7025 -1.3726
C 3.1294 -0.2134 -1.5741
O 3.6851 -1.3307 -2.0614
C 4.8560 -0.9829 -2.7568
O 5.4380 -1.6926 -3.4315
O 5.1878 0.2852 -2.3996
F 2.2455 0.2157 -2.5131
H 4.7515 0.4568 -0.4227
H 4.1063 1.7487 -1.5789
H 2.5446 -0.4722 -0.7244
C 2.1539 -3.1880 0.3124
C 3.0115 -4.4197 0.1177
O 4.0169 -4.2700 1.0416
C 4.0196 -3.0523 1.5858
O 4.9082 -2.6182 2.2800
O 2.9647 -2.3013 1.1123
F 3.5618 -4.3521 -1.1402
H 1.2501 -3.4821 0.8167
H 2.0037 -2.7180 -0.6542
H 2.3680 -5.2749 0.2441
C -0.8656 6.0726 -2.8742
C -1.0286 4.9907 -1.8513
O -1.4966 5.7080 -0.7197
C -1.4381 7.0805 -0.9476
O -1.6689 7.9006 -0.0842
O -0.9126 7.3639 -2.1165
F 0.1960 4.4578 -1.4831
H -1.6847 6.0128 -3.5628
H 0.0559 6.0343 -3.4778
H -1.8017 4.3062 -2.1832
C 0.7512 -2.9746 -3.0380
C 0.4056 -3.1898 -4.5294
O 0.1307 -4.5291 -4.6156
C -0.0852 -5.0006 -3.4029
O -0.5991 -6.1315 -3.1659
O 0.2927 -4.2096 -2.4157
F 1.5079 -2.9456 -5.2353
H 0.2637 -2.1679 -2.4600
H 1.8175 -2.7932 -2.9212
H -0.3725 -2.5509 -4.9453
C 4.3281 -0.2718 4.5549
C 4.2872 -1.2237 5.7706
O 2.9163 -1.5136 5.8748
C 2.2331 -0.5927 5.1737
O 1.0339 -0.5711 5.1619
O 2.9424 0.2422 4.4218
F 4.7208 -0.5063 6.8784
H 4.5419 -0.7751 3.6329
H 4.8911 0.6378 4.5634
H 4.9472 -2.0831 5.6289
C -4.8003 -0.3071 -2.7599
S -3.8876 -1.4644 -1.5678
O -2.4010 -1.1932 -1.8331
C -4.3389 -0.4753 -0.0914
H -4.5605 -0.6327 -3.7622
H -4.4619 0.6856 -2.5614
H -5.8519 -0.3971 -2.5389
H -3.7019 0.4075 -0.0005
H -4.1053 -1.1160 0.7443
H -5.3779 -0.1836 -0.0413
C -4.6926 5.4243 0.7219
S -3.7934 4.2348 1.8289
O -3.2566 3.1143 0.9487
C -2.3761 5.3446 2.3720
H -5.7145 5.1306 0.5153
H -4.0506 5.4771 -0.1722
H -4.6938 6.4590 1.0468
H -1.9484 5.7599 1.4625
H -1.7245 4.7965 3.0476
H -2.8584 6.1486 2.9232
C 0.1538 0.7003 -4.8266
S -0.4215 2.0519 -3.6662
O -0.3986 3.2781 -4.4074
C -2.1801 1.4508 -3.7353
H 1.2104 0.9401 -5.0027
H -0.5556 0.6731 -5.6620
H 0.1534 -0.1947 -4.1793
H -2.1415 0.4536 -3.2655
H -2.5387 1.4534 -4.7739
H -2.7260 2.1072 -3.0788
C -0.0644 1.9116 0.6483
S -0.4433 0.0265 0.6706
O 0.5088 -0.5666 -0.3167
C 0.2240 -0.2515 2.3022
H -0.0658 2.1679 -0.4122
H 0.9235 2.0027 1.1495
H -0.9529 2.2997 1.1673
H 0.0894 -1.3100 2.5192
H -0.4156 0.3733 2.9228
H 1.3009 0.0080 2.2515
```



The following is a DFT calculation (ωB97M-V/def2-TZVPD) of a structure of composition C26H42FNO20Si2 at a distorted geometry.

Summary:
Lowest unoccupied orbital energy in hartree: 0.005
HOMO-LUMO gap in eV: 9.7
Relative energy (zero: lowest compared OMol25 entry of this formula, charge and spin) in eV: 0.436
E_HOMO in eV: -9.55

The geometry in XYZ format:
```
92
C26H42FNO20Si2 (ωB97M-V/def2-TZVPD)
C -0.1457 -3.4235 -1.7411
C 0.5721 -2.5327 -2.7159
O 1.1737 -2.9992 -3.6536
O 0.5041 -1.1912 -2.5858
C 0.7018 -0.6555 -1.2671
C -0.4703 0.2117 -0.7898
Si -2.1351 -0.2590 -1.5086
O -3.1993 1.0313 -1.5113
Si -4.4160 0.8749 -2.6325
C -5.1386 -0.9200 -2.7114
O -5.1090 -1.4988 -3.7639
N -5.6720 -1.4933 -1.5387
C -5.6212 -2.9076 -1.5146
O -4.7006 -3.6123 -1.8284
F -6.7498 -3.4493 -1.0658
H -0.1336 -4.4412 -2.0762
H 0.3841 -3.3984 -0.7962
H -1.1450 -3.0434 -1.5675
H 0.9557 -1.4084 -0.5369
H 1.5642 -0.0104 -1.3535
H -0.5131 0.1150 0.2899
H -0.2465 1.2550 -0.9705
H -2.7226 -1.4168 -0.7892
H -2.0407 -0.6848 -2.9220
H -5.5341 1.7869 -2.3132
H -3.8746 1.1937 -3.9610
H -5.1877 -1.1637 -0.7076
C -4.9768 4.7474 2.2574
C -5.3833 3.7481 1.2050
C -6.8212 3.2901 1.2670
O -6.7406 1.9868 0.6670
C -5.4900 1.5259 0.8858
O -5.1301 0.4140 0.6695
O -4.6953 2.4949 1.3764
H -3.8923 4.8447 2.2870
H -5.4118 5.7236 2.0464
H -5.3010 4.4261 3.2486
H -5.1327 4.1272 0.2108
H -7.5034 3.9274 0.7106
H -7.1852 3.1754 2.2906
C -2.3952 -0.2316 4.9887
C -1.4286 -0.8704 4.0246
C -0.2992 -1.6464 4.6585
O 0.7224 -1.5587 3.6497
C 0.5055 -0.4176 2.9586
O 1.2583 0.0498 2.1671
O -0.6896 0.1225 3.2831
H -3.0293 0.4863 4.4702
H -3.0274 -0.9873 5.4531
H -1.8649 0.3117 5.7722
H -1.9708 -1.4856 3.3013
H -0.5489 -2.6841 4.8627
H 0.0774 -1.1776 5.5701
C 3.5034 -4.5925 -4.2431
C 4.8520 -4.5014 -4.9115
C 5.5093 -5.8208 -5.2335
O 6.9030 -5.4735 -5.2217
C 7.0479 -4.4168 -4.3826
O 8.0891 -3.9947 -4.0065
O 5.8374 -3.9177 -4.0328
H 3.2164 -3.6322 -3.8457
H 2.7412 -4.9206 -4.9465
H 3.5354 -5.2948 -3.4064
H 4.7873 -3.8691 -5.8015
H 5.2218 -6.2207 -6.2027
H 5.3377 -6.5764 -4.4634
C 1.2685 4.9737 2.6406
C 0.6585 3.9255 1.7446
C 1.3129 3.7831 0.3958
O 0.2397 3.2662 -0.4050
C -0.9231 3.7079 0.1482
O -1.9891 3.6088 -0.3555
O -0.6868 4.2757 1.3586
H 0.6140 5.1776 3.4877
H 2.2359 4.6402 3.0146
H 1.4064 5.9139 2.1054
H 0.6148 2.9640 2.2650
H 2.1530 3.0929 0.3987
H 1.6328 4.7373 -0.0272
C 5.4993 -0.9044 0.8186
C 5.8568 0.4674 1.3330
C 4.9972 0.9721 2.4672
O 5.0972 2.3980 2.3036
C 5.3345 2.6347 0.9884
O 5.2905 3.7036 0.4779
O 5.6161 1.4817 0.3381
H 5.9991 -1.0980 -0.1296
H 5.7957 -1.6705 1.5342
H 4.4258 -0.9867 0.6416
H 6.9180 0.5078 1.5947
H 5.3570 0.6722 3.4483
H 3.9477 0.6851 2.3612
```



The following is a DFT calculation (ωB97M-V/def2-TZVPD) of an isolated molecule of C26H42N2O.

Summary:
SMILES: CCCCCCCCCCCCCCCC(=O)NCCc1c[nH]c2ccccc12
Lowest unoccupied orbital energy in hartree: 0.029
HOMO-LUMO gap in eV: 8.7
Relative energy (zero: lowest compared OMol25 entry of this formula, charge and spin) in eV: 0.187
E_HOMO in eV: -7.94

The geometry in XYZ format:
```
71
C26H42N2O (ωB97M-V/def2-TZVPD)
C -8.6690 4.2194 2.4425
C -7.3506 3.4869 2.2245
C -7.5734 2.0788 1.6763
C -6.2855 1.2647 1.5494
C -5.3465 1.7786 0.4602
C -4.0961 0.9118 0.3352
C -3.1445 1.4268 -0.7421
C -1.8610 0.6039 -0.8129
C -0.8933 1.1270 -1.8726
C 0.4234 0.3552 -1.8625
C 1.4182 0.8709 -2.8991
C 2.7715 0.1616 -2.8168
C 3.5851 0.5897 -1.5984
C 4.9019 -0.1732 -1.4887
H 4.6953 -1.2356 -1.3379
H 5.4608 -0.0716 -2.4227
C 5.7689 0.3567 -0.3396
C 5.0696 0.1825 0.9972
O 4.3246 1.0151 1.4727
N 5.3601 -0.9782 1.6264
H 5.9184 -1.6715 1.1549
C 4.7292 -1.3660 2.8653
H 5.4851 -1.4494 3.6557
H 4.0390 -0.5581 3.1191
C 3.9718 -2.6942 2.7299
C 3.0018 -2.6529 1.5953
C 1.7547 -2.0997 1.5931
N 1.1776 -2.2374 0.3610
C 2.0499 -2.8763 -0.4686
C 1.9248 -3.2528 -1.8002
C 2.9932 -3.8948 -2.3883
C 4.1608 -4.1666 -1.6699
C 4.2862 -3.8091 -0.3467
C 3.2233 -3.1534 0.2760
H 5.1902 -4.0393 0.2000
H 4.9755 -4.6714 -2.1684
H 2.9305 -4.1966 -3.4233
H 1.0185 -3.0552 -2.3541
H 0.2694 -1.8915 0.1020
H 1.2285 -1.6157 2.3934
H 3.4482 -2.8877 3.6680
H 4.6864 -3.5037 2.5653
H 5.9441 1.4234 -0.4881
H 6.7301 -0.1604 -0.3299
H 3.7944 1.6597 -1.6640
H 3.0114 0.4259 -0.6867
H 2.6157 -0.9192 -2.7866
H 3.3463 0.3869 -3.7188
H 1.5665 1.9435 -2.7560
H 0.9956 0.7261 -3.8966
H 0.2240 -0.7004 -2.0626
H 0.8670 0.4341 -0.8687
H -1.3571 1.0521 -2.8590
H -0.6905 2.1831 -1.6821
H -2.1131 -0.4377 -1.0319
H -1.3693 0.6301 0.1634
H -2.8895 2.4674 -0.5287
H -3.6462 1.4025 -1.7123
H -3.5754 0.8955 1.2960
H -4.3876 -0.1153 0.1012
H -5.0435 2.8020 0.6870
H -5.8753 1.7919 -0.4959
H -6.5472 0.2276 1.3236
H -5.7617 1.2697 2.5084
H -8.2558 1.5495 2.3466
H -8.0574 2.1441 0.6989
H -6.8114 3.4218 3.1726
H -6.7355 4.0611 1.5300
H -9.2169 4.3042 1.5065
H -8.4922 5.2208 2.8284
H -9.2918 3.6824 3.1550
```



> Among the records above, which one has the highest lowest unoccupied orbital energy?

C26H42N2O